(1)
Computed, not measured: C3H4N2S in the gas phase at a distorted geometry, with ωB97M-V with the def2-TZVPD basis set.

The geometry in XYZ format:
```
10
Properties=species:S:1:pos:R:3
N 2.467 -1.131 -0.679
C 1.577 -0.752 -0.056
C 0.541 -0.117 0.781
N -0.281 0.662 -0.129
C -1.463 0.323 -0.550
S -2.207 -1.100 -0.066
H 1.007 0.621 1.446
H -0.064 -0.885 1.302
H 0.331 1.451 -0.610
H -1.907 0.927 -1.438
```

Properties
Relative energy (zero: lowest compared OMol25 entry of this formula, charge and spin) = 33.9 kcal/mol
LUMO = 0.3589 eV
F_max = 4.69 eV Å⁻¹
SMILES = N#CCNC=S
Kohn-Sham gap = 9.12 eV
Net charge = 0

Löwdin population analysis, charges in e, atoms 1 to 8:
1. N 0.153
2. C -0.202
3. C -0.207
4. N -0.128
5. C -0.708
6. S 0.568
7. H 0.130
8. H 0.080


(2)
Computed, not measured: 2 unconnected molecules or ions with the total composition C3H4N2S2 at a distorted geometry, with ωB97M-V with the def2-TZVPD basis set.

The geometry in XYZ format:
```
11
Properties=species:S:1:pos:R:3
C -0.237 -0.687 -0.726
C -1.552 -0.997 -0.584
C 0.097 0.507 -0.077
N -0.880 1.082 0.553
N 2.622 1.426 1.166
S -2.281 0.211 0.419
S 1.955 1.560 2.468
H 0.513 -1.324 -1.124
H -1.937 -2.001 -0.819
H 1.058 1.048 0.038
H 1.374 3.008 2.682
```

Properties
Relative energy (zero: lowest compared OMol25 entry of this formula, charge and spin) = 92.1 kcal/mol
LUMO = -1.0125 eV
F_max = 2.10 eV Å⁻¹
Kohn-Sham gap = 8.29 eV
Net charge = 0

Löwdin population analysis, charges in e, atoms 1 to 8:
1. C -0.190
2. C -0.390
3. C -0.326
4. N -0.332
5. N -0.523
6. S 0.944
7. S 0.676
8. H 0.094


(3)
Computed, not measured: a molecular structure, C3H4N2S2 at a distorted geometry, with ωB97M-V with the def2-TZVPD basis set.

The geometry in XYZ format:
```
11
Properties=species:S:1:pos:R:3
C 0.471 -0.891 0.774
C 0.671 -1.884 -0.091
C -0.002 0.221 0.007
N -0.023 0.073 -1.343
N -0.594 1.474 0.605
S 0.380 -1.435 -1.680
S -1.188 2.658 -0.381
H 0.750 -0.965 1.738
H 0.829 -2.870 0.287
H -0.259 1.694 1.523
H -1.034 1.927 -1.439
```

Properties
Relative energy (zero: lowest compared OMol25 entry of this formula, charge and spin) = 45.5 kcal/mol
LUMO = 0.7916 eV
F_max = 5.35 eV Å⁻¹
Kohn-Sham gap = 8.42 eV
Net charge = 0

Löwdin population analysis, charges in e, atoms 1 to 8:
1. C -0.118
2. C -0.427
3. C -0.414
4. N -0.343
5. N -0.441
6. S 0.976
7. S 0.736
8. H 0.074


(4)
Computed, not measured: C3H4N2S2 in the gas phase at a distorted geometry, with ωB97M-V with the def2-TZVPD basis set.

The geometry in XYZ format:
```
11
Properties=species:S:1:pos:R:3
C -1.429 0.531 1.231
C -1.794 -0.607 -1.081
C 0.451 -0.350 -0.494
N -0.539 -0.814 -1.030
N 2.636 0.571 -0.102
S -2.619 -0.013 0.290
S 1.638 -0.606 0.602
H -2.076 0.603 2.206
H -2.340 -0.996 -1.911
H 3.581 0.225 -0.008
H 2.492 1.455 0.297
```

Properties
Relative energy (zero: lowest compared OMol25 entry of this formula, charge and spin) = 140.3 kcal/mol
LUMO (spin up / spin down) = -0.1308 / -0.1315 eV
F_max = 2.46 eV Å⁻¹
Kohn-Sham gap (spin up / spin down) = 7.59 / 7.59 eV
Net charge = 0

Löwdin population analysis, charges in e, atoms 1 to 8:
1. C -0.403
2. C -0.525
3. C -0.472
4. N -0.077
5. N -0.321
6. S 0.871
7. S 0.877
8. H -0.032


(5)
Computed, not measured: C3H4N2S3 in the gas phase at a distorted geometry, with ωB97M-V with the def2-TZVPD basis set.

The geometry in XYZ format:
```
12
Properties=species:S:1:pos:R:3
S 1.669 2.626 0.705
C 0.134 2.104 0.343
N -0.355 1.490 -0.699
C -0.828 0.336 -0.925
N -0.270 -0.701 -0.254
S -1.196 -2.157 -0.472
C 0.903 -0.743 0.449
S 1.215 -2.048 1.488
H -0.696 2.089 1.234
H -1.835 0.041 -1.445
H -0.317 -3.131 -0.889
H 1.575 0.093 0.463
```

Properties
Relative energy (zero: lowest compared OMol25 entry of this formula, charge and spin) = 64.7 kcal/mol
LUMO = -1.1698 eV
F_max = 3.77 eV Å⁻¹
SMILES = S=C/N=C\N(S)C=S
Kohn-Sham gap = 7.56 eV
Net charge = 0

Löwdin population analysis, charges in e, atoms 1 to 8:
1. S 0.579
2. C -0.782
3. N 0.026
4. C -0.245
5. N -0.497
6. S 0.779
7. C -0.642
8. S 0.602


(6)
Computed, not measured: a gas-phase ion, C3H4N3 (charge +1) at a distorted geometry, with ωB97M-V with the def2-TZVPD basis set.

The geometry in XYZ format:
```
10
Properties=species:S:1:pos:R:3
C -1.418 0.242 1.190
C -1.157 -0.297 0.033
N -0.899 -0.468 -1.159
N 0.473 -0.392 -1.567
C 1.281 0.106 -0.692
N 1.783 0.271 0.360
H -1.790 1.211 1.301
H -1.302 -0.550 2.095
H 0.517 -0.518 -2.561
H 2.511 0.395 1.002
```

Properties
Relative energy (zero: lowest compared OMol25 entry of this formula, charge and spin) = 43.6 kcal/mol
LUMO = -5.4560 eV
F_max = 5.25 eV Å⁻¹
SMILES = C=C=NNC#[NH+]
Kohn-Sham gap = 9.31 eV
Net charge = +1

Löwdin population analysis, charges in e, atoms 1 to 8:
1. C 0.084
2. C -0.161
3. N 0.129
4. N 0.101
5. C -0.066
6. N 0.388
7. H 0.063
8. H 0.152


(7)
Computed, not measured: a gas-phase ion, C3H4N3 (charge +1) at a distorted geometry, with ωB97M-V with the def2-TZVPD basis set.

The geometry in XYZ format:
```
10
Properties=species:S:1:pos:R:3
C -0.987 -0.837 -0.404
C 0.374 0.893 0.663
C 0.232 -0.734 -1.378
N -0.048 0.306 -0.504
N -1.725 -1.057 0.523
N -0.179 0.826 1.754
H 1.232 1.580 0.210
H 1.021 -1.511 -1.005
H 0.018 -0.723 -2.517
H 0.062 1.259 2.658
```

Properties
Relative energy (zero: lowest compared OMol25 entry of this formula, charge and spin) = 88.3 kcal/mol
LUMO (spin up / spin down) = -8.0221 / -8.0229 eV
F_max = 3.83 eV Å⁻¹
Kohn-Sham gap (spin up / spin down) = 7.90 / 7.90 eV
Net charge = +1

Löwdin population analysis, charges in e, atoms 1 to 8:
1. C -0.202
2. C -0.250
3. C 0.068
4. N 0.027
5. N 0.416
6. N 0.228
7. H 0.217
8. H 0.183


(8)
Computed, not measured: a molecular structure, C3H4N3 at a distorted geometry, with ωB97M-V with the def2-TZVPD basis set.

The geometry in XYZ format:
```
10
Properties=species:S:1:pos:R:3
C -1.647 -0.838 0.046
C -1.457 -0.484 -1.297
C 1.291 0.475 0.763
N -0.292 0.115 -1.118
N -0.718 -0.630 0.890
N 0.100 0.006 0.127
H -2.024 -0.415 -2.114
H 1.736 1.207 0.105
H 1.095 0.988 1.680
H 1.916 -0.424 0.918
```

Properties
Relative energy (zero: lowest compared OMol25 entry of this formula, charge and spin) = 91.6 kcal/mol
LUMO (spin up / spin down) = -9.2368 / -9.2373 eV
F_max = 3.67 eV Å⁻¹
Kohn-Sham gap (spin up / spin down) = 7.55 / 7.55 eV
Net charge = +1

Löwdin population analysis, charges in e, atoms 1 to 8:
1. C 0.288
2. C 0.038
3. C 0.051
4. N 0.198
5. N 0.191
6. N -0.209
7. H 0.097
8. H 0.112


(9)
Computed, not measured: a gas-phase ion, C3H4N3O2 (charge -1) at a distorted geometry, with ωB97M-V with the def2-TZVPD basis set.

The geometry in XYZ format:
```
12
Properties=species:S:1:pos:R:3
O -3.605 -1.319 0.040
N -3.313 -0.086 -0.003
O -4.196 0.803 0.122
C -2.043 0.253 -0.167
N -1.473 1.457 -0.108
C -0.191 1.330 -0.107
C 0.273 -0.116 -0.124
N -0.964 -0.831 -0.353
H 0.467 2.179 -0.073
H 0.980 -0.314 -0.946
H 0.788 -0.376 0.825
H -1.166 -1.618 0.251
```

Properties
Relative energy (zero: lowest compared OMol25 entry of this formula, charge and spin) = 86.0 kcal/mol
LUMO = 3.9826 eV
F_max = 3.12 eV Å⁻¹
SMILES = [O-][N+]([O-])=C1N=CCN1
Kohn-Sham gap = 6.31 eV
Net charge = -1

Löwdin population analysis, charges in e, atoms 1 to 8:
1. O -0.117
2. N -0.445
3. O -0.113
4. C -0.330
5. N 0.101
6. C -0.188
7. C -0.255
8. N 0.019


(10)
Computed, not measured: a gas-phase ion, C3H4N3O2 (charge -1) at a distorted geometry, with ωB97M-V with the def2-TZVPD basis set.

The geometry in XYZ format:
```
12
Properties=species:S:1:pos:R:3
O -4.397 0.729 -0.688
N -3.753 0.101 0.202
O -3.985 0.157 1.443
C -3.003 -0.993 -0.242
N -1.751 -1.054 -0.534
C -0.901 0.065 -0.474
C 0.184 0.108 0.505
N 0.659 0.067 -0.899
H -1.485 1.016 -0.580
H 0.314 1.062 0.959
H 0.483 -0.899 1.120
H 0.668 -0.965 -1.242
```

Properties
Relative energy (zero: lowest compared OMol25 entry of this formula, charge and spin) = 141.9 kcal/mol
LUMO (spin up / spin down) = 4.1695 / 4.1695 eV
F_max = 3.75 eV Å⁻¹
SMILES = [O-][N+]([O-])=C=N[C@H]1CN1
Kohn-Sham gap (spin up / spin down) = 7.66 / 7.66 eV
Net charge = -1

Löwdin population analysis, charges in e, atoms 1 to 8:
1. O -0.084
2. N -0.488
3. O -0.079
4. C -0.129
5. N -0.014
6. C -0.389
7. C -0.238
8. N -0.021


Calculated values (eV) of total energy for the records, taken in order: -16990.0222; -27822.7967; -27824.8165; -27820.7053; -38658.4165; -7634.4138; -7632.4762; -7632.3324; -11738.3703; -11735.9477.